No. 1
Density functional theory data (wB97M-V/def2-TZVPD) for a cluster of 8 separate species, C43H69Cl2NO21S in total.

Last column: Löwdin charge in e.
Cartesian coordinates (Å):
C: 3.34 1.86 -0.62  -0.0940
C: 3.78 0.91 -1.73  -0.2617
C: 2.58 0.32 -2.48  -0.6158
Cl: 2.86 0.39 -4.27  0.6421
C: 2.26 -1.10 -2.10  -0.2022
C: 3.18 -2.12 -2.33  -0.0490
C: 2.89 -3.44 -2.00  -0.0592
C: 1.66 -3.76 -1.43  -0.0917
C: 0.74 -2.74 -1.15  -0.4401
C: 1.04 -1.41 -1.47  -0.1924
N: 0.13 -0.36 -1.17  0.0492
C: -1.25 -0.63 -1.30  -0.3018
C: -2.13 0.36 -1.74  -0.6100
Cl: -1.51 1.93 -2.13  0.7031
C: -3.50 0.14 -1.84  -0.1229
C: -4.01 -1.10 -1.52  -0.0752
C: -3.17 -2.13 -1.10  -0.0892
C: -1.80 -1.89 -0.98  -0.4597
S: -0.77 -3.17 -0.35  1.0539
H: 2.94 1.32 0.24  0.0718
H: 2.57 2.54 -0.97  0.0756
H: 4.18 2.45 -0.27  0.0725
H: 4.40 1.45 -2.44  0.0908
H: 4.38 0.11 -1.31  0.1068
H: 1.70 0.94 -2.33  0.0711
H: 4.13 -1.89 -2.80  0.1085
H: 3.61 -4.22 -2.21  0.0956
H: 1.41 -4.78 -1.20  0.1035
H: 0.33 0.07 -0.28  0.1382
H: -4.13 0.95 -2.19  0.1072
H: -5.08 -1.27 -1.61  0.1123
H: -3.57 -3.10 -0.84  0.1051
C: -2.03 0.52 2.08  -0.0408
C: -1.28 -0.64 2.70  -0.2001
O: -1.45 -0.68 4.13  0.0141
C: -2.61 -1.16 4.56  -0.6099
O: -3.50 -1.58 3.87  0.1307
O: -2.60 -1.12 5.89  -0.0016
C: -3.80 -1.59 6.51  -0.0303
H: -1.72 1.46 2.54  0.0873
H: -1.82 0.58 1.01  0.0568
H: -3.10 0.40 2.21  0.0830
H: -0.20 -0.53 2.57  0.1230
H: -1.58 -1.60 2.28  0.1049
H: -4.04 -2.60 6.17  0.0961
H: -4.63 -0.93 6.28  0.0985
H: -3.60 -1.59 7.58  0.0942
C: -8.46 -3.83 -5.94  -0.0619
C: -8.41 -2.38 -6.35  -0.2177
O: -7.49 -1.61 -5.56  0.0219
C: -6.21 -1.77 -5.87  -0.6164
O: -5.76 -2.46 -6.75  0.1273
O: -5.49 -1.03 -5.02  -0.0012
C: -4.07 -1.12 -5.21  -0.0312
H: -8.70 -3.91 -4.88  0.0826
H: -9.23 -4.35 -6.51  0.0812
H: -7.50 -4.32 -6.13  0.0760
H: -9.38 -1.90 -6.18  0.1186
H: -8.16 -2.26 -7.41  0.1241
H: -3.79 -0.89 -6.24  0.0984
H: -3.71 -2.12 -4.95  0.1024
H: -3.63 -0.39 -4.53  0.0758
C: -8.66 1.23 -7.04  -0.0651
C: -8.96 2.66 -7.41  -0.2035
O: -9.72 2.75 -8.63  0.0382
C: -11.02 2.49 -8.51  -0.6153
O: -11.60 2.20 -7.50  0.1212
O: -11.56 2.53 -9.73  0.0042
C: -12.95 2.20 -9.77  -0.0390
H: -8.15 0.72 -7.86  0.0872
H: -8.01 1.20 -6.16  0.0828
H: -9.58 0.69 -6.81  0.0731
H: -8.04 3.21 -7.63  0.1232
H: -9.50 3.18 -6.62  0.1239
H: -13.52 2.84 -9.09  0.0954
H: -13.10 1.16 -9.50  0.0972
H: -13.26 2.37 -10.79  0.0927
C: 7.81 -8.46 -2.38  -0.0637
C: 8.24 -7.04 -2.08  -0.2087
O: 8.12 -6.18 -3.23  0.0390
C: 6.89 -5.76 -3.50  -0.6124
O: 5.89 -6.02 -2.87  0.1128
O: 6.92 -5.07 -4.64  0.0107
C: 5.63 -4.65 -5.10  -0.0298
H: 8.37 -8.85 -3.23  0.0821
H: 8.00 -9.09 -1.51  0.0805
H: 6.75 -8.50 -2.61  0.0753
H: 9.30 -6.99 -1.84  0.1225
H: 7.67 -6.61 -1.26  0.1224
H: 5.10 -4.11 -4.32  0.0764
H: 5.04 -5.51 -5.42  0.1015
H: 5.81 -3.99 -5.94  0.0956
C: 0.77 -0.02 6.67  -0.0540
C: 1.04 -1.07 7.72  -0.2039
O: 1.93 -0.60 8.74  0.0368
C: 1.37 0.17 9.67  -0.6162
O: 0.21 0.49 9.73  0.1190
O: 2.34 0.61 10.47  0.0044
C: 1.90 1.53 11.48  -0.0395
H: 1.70 0.34 6.23  0.0836
H: 0.15 -0.44 5.87  0.0560
H: 0.23 0.83 7.09  0.0824
H: 1.56 -1.93 7.29  0.1231
H: 0.12 -1.42 8.18  0.1208
H: 1.09 1.09 12.07  0.0936
H: 1.56 2.46 11.03  0.0987
H: 2.76 1.72 12.11  0.0937
C: 5.40 1.13 -6.89  -0.0743
C: 5.29 2.60 -7.21  -0.2046
O: 6.16 3.40 -6.39  0.0372
C: 7.44 3.40 -6.75  -0.6156
O: 7.92 2.82 -7.69  0.1215
O: 8.13 4.09 -5.84  0.0029
C: 9.54 4.12 -6.06  -0.0399
H: 5.20 0.96 -5.83  0.0379
H: 4.67 0.57 -7.47  0.0822
H: 6.39 0.74 -7.12  0.0766
H: 4.30 2.98 -6.99  0.1224
H: 5.52 2.80 -8.26  0.1225
H: 9.77 4.49 -7.05  0.0953
H: 9.97 3.12 -5.94  0.0974
H: 9.94 4.79 -5.30  0.0923
C: 4.80 7.20 14.64  -0.0640
C: 3.93 6.96 13.43  -0.2094
O: 3.30 5.66 13.46  0.0343
C: 2.24 5.57 14.26  -0.6160
O: 1.75 6.45 14.90  0.1249
O: 1.81 4.30 14.22  -0.0041
C: 0.69 4.03 15.07  -0.0347
H: 5.54 6.41 14.74  0.0816
H: 5.32 8.15 14.53  0.0804
H: 4.20 7.23 15.55  0.0759
H: 4.52 6.94 12.52  0.1223
H: 3.16 7.72 13.33  0.1228
H: -0.13 4.73 14.86  0.0964
H: 0.97 4.11 16.11  0.0983
H: 0.38 3.02 14.84  0.0905

Results
E_LUMO   0.415 eV
Kohn-Sham gap   8.7 eV
Molecular weight   1038.98 g mol⁻¹

***

No. 2
Density functional theory data (wB97M-V/def2-TZVPD) for a structure of composition C43H69N3O4S3SbSeTi.

Last column: Löwdin spin population.
Cartesian coordinates (Å):
Ti: 0.80 -0.89 -1.18  1.7293
C: -1.72 6.53 -0.76  0.0002
C: -0.27 6.17 -1.13  0.0004
C: 0.63 6.59 0.04  0.0001
C: 0.15 6.98 -2.36  0.0001
C: -0.16 4.68 -1.42  0.0023
C: 0.66 3.81 -0.71  0.0009
C: 0.70 2.46 -1.00  0.0139
Se: 1.86 1.31 0.02  0.0276
C: 0.66 0.99 1.53  0.0151
C: 0.39 2.00 2.42  0.0010
C: -0.47 1.81 3.50  0.0038
C: -1.00 0.54 3.65  -0.0003
C: -0.75 -0.53 2.79  0.0031
C: 0.10 -0.32 1.67  0.0069
O: 0.35 -1.24 0.78  0.0217
C: -1.43 -1.87 3.15  0.0004
C: -1.22 -3.02 2.15  0.0003
C: -2.95 -1.65 3.27  0.0001
C: -0.89 -2.35 4.50  0.0003
C: -0.78 2.98 4.43  0.0006
C: 0.51 3.49 5.07  0.0002
C: -1.75 2.60 5.55  0.0000
C: -1.42 4.12 3.62  0.0002
C: -0.07 1.88 -2.05  0.0111
O: -0.04 0.61 -2.28  0.0456
C: -0.87 2.78 -2.82  0.0005
C: -0.90 4.12 -2.47  0.0000
C: -1.70 2.36 -4.05  0.0004
C: -3.18 2.67 -3.79  0.0001
C: -1.61 0.88 -4.46  0.0036
C: -1.22 3.17 -5.27  0.0007
H: -1.82 7.60 -0.56  0.0000
H: -2.02 5.98 0.13  0.0000
H: -2.40 6.26 -1.57  0.0000
H: 0.52 7.66 0.22  0.0000
H: 1.68 6.39 -0.19  0.0000
H: 0.36 6.06 0.95  0.0000
H: 0.09 8.06 -2.16  0.0000
H: -0.50 6.77 -3.22  0.0000
H: 1.17 6.73 -2.65  0.0000
H: 1.30 4.17 0.08  0.0003
H: 0.86 2.96 2.25  0.0003
H: -1.66 0.36 4.50  -0.0001
H: -1.61 -2.77 1.16  0.0001
H: -1.76 -3.90 2.52  0.0001
H: -0.17 -3.28 2.03  0.0000
H: -3.35 -1.27 2.32  0.0000
H: -3.20 -0.93 4.05  0.0000
H: -3.45 -2.60 3.50  0.0000
H: 0.18 -2.53 4.44  0.0000
H: -1.38 -3.28 4.80  0.0001
H: -1.07 -1.61 5.29  0.0000
H: 0.98 2.70 5.67  0.0000
H: 0.31 4.35 5.73  0.0000
H: 1.23 3.81 4.32  0.0000
H: -1.33 1.82 6.18  0.0000
H: -2.70 2.24 5.14  0.0000
H: -1.95 3.47 6.17  0.0000
H: -0.76 4.45 2.81  0.0000
H: -1.64 4.98 4.26  0.0001
H: -2.35 3.78 3.16  0.0000
H: -1.52 4.78 -3.05  -0.0001
H: -3.54 2.10 -2.93  0.0000
H: -3.79 2.40 -4.66  0.0000
H: -3.34 3.73 -3.58  0.0000
H: -2.01 0.23 -3.68  0.0001
H: -0.59 0.57 -4.65  0.0079
H: -2.20 0.74 -5.37  0.0002
H: -1.32 4.25 -5.11  0.0000
H: -1.80 2.91 -6.16  0.0001
H: -0.17 2.96 -5.46  0.0014
S: 3.96 -0.48 -6.05  0.2561
Sb: 3.01 0.14 -4.04  0.3535
S: 2.53 -1.81 -2.74  0.1448
S: 4.14 1.68 -2.74  0.2383
C: 2.87 -2.64 2.83  0.0000
C: 4.09 -1.97 2.22  0.0003
O: 3.83 -1.72 0.86  0.0065
C: 4.99 -1.28 0.14  0.0023
C: 5.59 0.00 0.68  0.0024
H: 3.02 -2.81 3.90  0.0000
H: 2.67 -3.60 2.34  0.0000
H: 2.00 -2.01 2.69  0.0000
H: 4.98 -2.62 2.32  0.0001
H: 4.30 -1.04 2.75  0.0001
H: 4.65 -1.14 -0.89  0.0013
H: 5.74 -2.09 0.15  0.0001
H: 4.82 0.77 0.74  0.0008
H: 6.34 0.36 -0.03  0.0017
H: 6.05 -0.14 1.66  0.0000
C: -3.12 -3.73 -3.80  0.0023
N: -1.97 -3.67 -2.91  0.0130
C: -0.70 -4.19 -3.46  0.0010
C: -1.81 -2.65 -2.02  0.0273
O: -0.68 -2.21 -1.77  0.0187
N: -2.96 -2.14 -1.43  0.0100
C: -2.73 -0.98 -0.55  0.0008
C: -3.96 -3.08 -0.93  0.0019
H: -2.98 -4.59 -4.46  0.0000
H: -3.20 -2.83 -4.40  0.0007
H: -4.04 -3.88 -3.24  0.0001
H: -0.93 -4.96 -4.18  0.0000
H: -0.09 -4.62 -2.66  0.0002
H: -0.11 -3.39 -3.92  0.0003
H: -2.08 -0.27 -1.06  0.0002
H: -2.27 -1.26 0.40  0.0002
H: -3.70 -0.51 -0.37  0.0000
H: -3.55 -4.08 -0.77  0.0002
H: -4.32 -2.71 0.03  0.0003
H: -4.82 -3.15 -1.60  0.0001
N: 1.73 -3.95 -0.11  0.0056
C: 2.17 -5.24 -0.17  0.0007
C: 1.28 -6.32 -0.27  0.0002
C: 1.74 -7.62 -0.28  0.0001
C: 3.10 -7.89 -0.18  0.0002
C: 3.99 -6.83 -0.08  0.0001
C: 3.54 -5.52 -0.07  0.0005
H: 0.80 -3.74 -0.45  0.0011
H: 2.40 -3.20 -0.23  0.0045
H: 0.21 -6.11 -0.34  0.0000
H: 1.03 -8.44 -0.36  0.0000
H: 3.45 -8.92 -0.19  0.0000
H: 5.05 -7.03 -0.01  0.0000
H: 4.24 -4.70 -0.01  0.0002

Results
Total charge   -2
Multiplicity   4
E_LUMO (alpha / beta)   3.652 / 3.649 eV
Kohn-Sham gap (alpha / beta)   4.0 / 5.4 eV
Molecular weight   1036.83 g mol⁻¹
Energy relative to the best compared isomer or geometry (same formula, charge and spin)   0.695 eV

***

no.,DFT total energy (Eh)
1,-4633.37231
2,-6831.05330